[1]
DFT (ωB97M-V/def2-TZVPD) results for a 8-piece molecular cluster, C23H64BrNO8PS overall.

Calculated values
Kohn-Sham gap, eV: 7.09
Net charge: +1
E_tot, eV: -132919.2831
HOMO level, hartree: -0.4186

Each atom is followed by the atoms it is bonded to, with distances in Å.
Atoms and positions in Å:
1 C -0.21120 1.78104 -4.58297  N2 1.457, H8 1.101, H9 1.093, H10 1.089
2 N 0.43906 0.47804 -4.54183  C1 1.457, C3 1.412, H11 1.012
3 C 0.04834 -0.46838 -5.51393  N2 1.412, S4 1.863, H12 1.094, H13 1.104
4 S -1.47134 -1.42003 -5.00958  C3 1.863, P5 2.290, H14 1.343
5 P -3.46486 -0.39557 -5.47964  S4 2.290, O6 1.600, Br7 2.192
6 O -2.96169 0.87903 -6.30551  P5 1.600, H15 0.966
7 Br -3.82372 0.50805 -3.51453  P5 2.192
8 H -0.17744 2.24413 -5.58083  C1 1.101
9 H -1.25786 1.69379 -4.28000  C1 1.093
10 H 0.27392 2.44722 -3.87084  C1 1.089
11 H 1.44818 0.54262 -4.49390  N2 1.012
12 H 0.79389 -1.26552 -5.58759  C3 1.094
13 H -0.16174 -0.07784 -6.52512  C3 1.104
14 H -1.34594 -1.25067 -3.68372  S4 1.343
15 H -2.06989 0.89704 -6.67724  O6 0.966
16 C -2.35491 -1.11212 0.90244  C17 1.519, H20 1.096, H21 1.091, H22 1.090
17 C -2.35527 0.37270 1.22204  C16 1.519, C18 1.518, O19 1.435, H23 1.092
18 C -3.72455 1.00188 1.03708  C17 1.518, H24 1.093, H25 1.090, H26 1.091
19 O -1.37230 1.05522 0.42923  C17 1.435, H27 0.964
20 H -2.64795 -1.26873 -0.14193  C16 1.096
21 H -1.36316 -1.54176 1.04986  C16 1.091
22 H -3.06311 -1.65024 1.53330  C16 1.090
23 H -2.02049 0.52248 2.25012  C17 1.092
24 H -4.06428 0.91010 0.00187  C18 1.093
25 H -3.68286 2.06537 1.27349  C18 1.090
26 H -4.47369 0.53101 1.67612  C18 1.091
27 H -1.63319 0.96728 -0.49449  O19 0.964
28 C -7.41927 -0.87809 -0.18566  C29 1.519, H32 1.095, H33 1.091, H34 1.090
29 C -7.36264 0.61119 0.10706  C28 1.519, C30 1.518, O31 1.434, H35 1.091
30 C -8.73231 1.26216 0.03189  C29 1.518, H36 1.094, H37 1.090, H38 1.091
31 O -6.44468 1.26330 -0.78070  C29 1.434, H39 0.964
32 H -7.80045 -1.05170 -1.19713  C28 1.095
33 H -6.42430 -1.31993 -0.11393  C28 1.091
34 H -8.07615 -1.39211 0.51644  C28 1.090
35 H -6.94172 0.76673 1.10137  C29 1.091
36 H -9.15306 1.15150 -0.97204  C30 1.094
37 H -8.66333 2.32737 0.25420  C30 1.090
38 H -9.42387 0.80102 0.73831  C30 1.091
39 H -6.78950 1.16849 -1.67627  O31 0.964
40 C 1.77291 0.77390 2.73050  C41 1.520, H44 1.094, H45 1.090, H46 1.091
41 C 2.53289 0.45978 1.45232  C40 1.520, C42 1.520, O43 1.429, H47 1.092
42 C 2.74498 1.70847 0.61144  C41 1.520, H48 1.094, H49 1.093, H50 1.090
43 O 1.84510 -0.53762 0.69419  C41 1.429, H51 0.967
44 H 0.78566 1.17719 2.48627  C40 1.094
45 H 1.63505 -0.13019 3.32395  C40 1.090
46 H 2.30372 1.50992 3.33647  C40 1.091
47 H 3.49858 0.01779 1.70823  C41 1.092
48 H 1.77678 2.12893 0.32375  C42 1.094
49 H 3.30058 1.47225 -0.29913  C42 1.093
50 H 3.29472 2.47009 1.16479  C42 1.090
51 H 0.97666 -0.16967 0.47952  O43 0.967
52 C 6.55945 0.80559 2.22030  C53 1.521, H56 1.094, H57 1.089, H58 1.093
53 C 5.86365 1.41284 3.42865  C52 1.521, C54 1.521, O55 1.424, H59 1.093
54 C 5.66043 2.91319 3.27834  C53 1.521, H60 1.094, H61 1.090, H62 1.091
55 O 6.58399 1.12160 4.62258  C53 1.424, H63 0.964
56 H 7.55076 1.24901 2.08970  C52 1.094
57 H 6.69121 -0.26805 2.34700  C52 1.089
58 H 5.98787 0.97915 1.30488  C52 1.093
59 H 4.89378 0.92879 3.57014  C53 1.093
60 H 6.62793 3.41413 3.18342  C54 1.094
61 H 5.15398 3.32134 4.15329  C54 1.090
62 H 5.07172 3.15042 2.39092  C54 1.091
63 H 7.45667 1.52476 4.55078  O55 0.964
64 C -6.83079 2.09895 5.66565  C65 1.519, H68 1.094, H69 1.090, H70 1.091
65 C -6.27919 1.72376 4.30150  C64 1.519, C66 1.519, O67 1.431, H71 1.093
66 C -6.02623 2.93706 3.42283  C65 1.519, H72 1.094, H73 1.090, H74 1.091
67 O -7.14868 0.80198 3.63642  C65 1.431, H75 0.965
68 H -7.78885 2.61508 5.55536  C64 1.094
69 H -6.99313 1.20807 6.27177  C64 1.090
70 H -6.14852 2.76331 6.19716  C64 1.091
71 H -5.34523 1.17143 4.42945  C65 1.093
72 H -6.95895 3.47898 3.23993  C66 1.094
73 H -5.63293 2.61842 2.45783  C66 1.090
74 H -5.31943 3.62900 3.88255  C66 1.091
75 H -7.99972 1.24083 3.51881  O67 0.965
76 C 6.79775 -4.35601 -0.49114  C77 1.519, H80 1.093, H81 1.090, H82 1.091
77 C 6.73627 -3.60361 0.82748  C76 1.519, C78 1.520, O79 1.427, H83 1.092
78 C 5.44783 -3.88126 1.58488  C77 1.520, H84 1.095, H85 1.090, H86 1.091
79 O 6.90754 -2.20087 0.62643  C77 1.427, H87 0.964
80 H 5.97222 -4.04473 -1.13666  C76 1.093
81 H 7.73306 -4.14617 -1.01025  C76 1.090
82 H 6.71897 -5.43287 -0.33556  C76 1.091
83 H 7.58963 -3.89357 1.44319  C77 1.092
84 H 4.58525 -3.55106 0.99688  C78 1.095
85 H 5.43696 -3.34029 2.53101  C78 1.090
86 H 5.33103 -4.94595 1.79162  C78 1.091
87 H 6.16812 -1.88271 0.09566  O79 0.964
88 C 4.49238 -2.66065 -4.70361  C89 1.517, H92 1.093, H93 1.090, H94 1.090
89 C 3.24343 -1.87963 -4.34152  C88 1.517, C90 1.521, O91 1.438, H95 1.096
90 C 3.23426 -1.42296 -2.89077  C89 1.521, H96 1.093, H97 1.092, H98 1.091
91 O 2.06393 -2.64961 -4.63063  C89 1.438, H99 0.965
92 H 4.56214 -3.56249 -4.08990  C88 1.093
93 H 4.46897 -2.96338 -5.74999  C88 1.090
94 H 5.38980 -2.06621 -4.53173  C88 1.090
95 H 3.16936 -1.00676 -4.99998  C89 1.096
96 H 3.25910 -2.28742 -2.22316  C90 1.093
97 H 2.32991 -0.85739 -2.65822  C90 1.092
98 H 4.10227 -0.79979 -2.67103  C90 1.091
99 H 2.09163 -3.44117 -4.08012  O91 0.965

For each atom in turn, the Mulliken charge in e is: C -0.93; N -0.08; C -0.24; S 0.01; P 0.37; O -0.41; Br 0.04; H 0.36; H 0.23; H 0.36; H 0.22; H 0.12; H 0.31; H 0.25; H 0.37; C -1.37; C 0.45; C -0.87; O -0.45; H 0.23; H 0.36; H 0.41; H 0.33; H 0.10; H 0.30; H 0.25; H 0.24; C -1.37; C 1.28; C -1.54; O -0.46; H 0.36; H 0.28; H 0.38; H -0.33; H 0.41; H 0.34; H 0.39; H 0.28; C -1.35; C 0.87; C -1.12; O -0.57; H 0.28; H 0.35; H 0.41; H 0.02; H 0.36; H 0.23; H 0.22; H 0.27; C -1.16; C 0.71; C -1.29; O -0.58; H 0.49; H 0.30; H 0.20; H -0.01; H 0.43; H 0.31; H 0.27; H 0.36; C -1.45; C 0.47; C -1.03; O -0.53; H 0.37; H 0.34; H 0.39; H 0.24; H 0.36; H 0.10; H 0.41; H 0.35; C -1.07; C 0.39; C -1.16; O -0.44; H 0.12; H 0.32; H 0.39; H 0.27; H 0.23; H 0.30; H 0.41; H 0.26; C -1.60; C 0.73; C -1.14; O -0.55; H 0.34; H 0.40; H 0.37; H 0.21; H 0.34; H 0.18; H 0.42; H 0.33


[2]
DFT (ωB97M-V/def2-TZVPD) results for a 4-piece molecular cluster, C23H65Br2N10O8P5 overall at a distorted geometry.

Calculated values
Kohn-Sham gap, eV: 7.70
E_tot, eV: -242711.7316
HOMO level, hartree: -0.2872

Each atom is followed by the atoms it is bonded to, with distances in Å.
Atoms and positions in Å:
1 C -4.63043 4.41065 -1.18236  C2 1.537, H16 1.088, H17 1.089, H18 1.086
2 C -3.55358 5.47062 -1.46397  C1 1.537, Br3 1.977, C4 1.516, H19 1.085
3 Br -3.43507 6.66434 0.10751  C2 1.977
4 C -3.78964 6.27545 -2.72645  C2 1.516, Br5 1.950, C6 1.544, H20 1.089
5 Br -4.15339 5.12935 -4.26171  C4 1.950
6 C -2.65642 7.29058 -2.98850  C4 1.544, O7 1.435, P14 1.864, H21 1.094
7 O -1.84097 7.04593 -4.14427  C6 1.435, C8 1.352
8 C -0.82798 6.17862 -3.92350  O7 1.352, O9 1.211, P10 1.879
9 O -0.96761 5.05818 -3.48593  C8 1.211
10 P 0.92787 6.69404 -4.34834  C8 1.879, O11 1.453, O12 1.584, O13 1.588
11 O 1.04520 8.10563 -4.67385  P10 1.453
12 O 1.79498 6.21619 -3.11221  P10 1.584, H22 0.964
13 O 1.39659 5.70104 -5.49542  P10 1.588, H23 0.966
14 P -3.32208 9.02132 -3.18196  C6 1.864, N15 1.570, H24 1.412, H25 1.417
15 N -4.59810 9.12291 -4.09072  P14 1.570, H26 1.013
16 H -5.60242 4.65852 -1.60246  C1 1.088
17 H -4.32222 3.45305 -1.59954  C1 1.089
18 H -4.68530 4.25985 -0.10802  C1 1.086
19 H -2.60551 4.94386 -1.46884  C2 1.085
20 H -4.72047 6.81995 -2.57310  C4 1.089
21 H -1.98763 7.33362 -2.12364  C6 1.094
22 H 1.55924 6.75969 -2.35111  O12 0.964
23 H 0.76514 5.80340 -6.21863  O13 0.966
24 H -2.29196 9.74918 -3.81755  P14 1.412
25 H -3.53809 9.53777 -1.88022  P14 1.417
26 H -4.90064 8.21203 -4.41471  N15 1.013
27 C -4.80749 -0.78019 0.19441  N28 1.439, H38 1.102, H39 1.097, H40 1.085
28 N -4.23705 0.05146 1.22095  C27 1.439, C29 1.457, P30 1.718
29 C -2.78482 0.14270 1.14996  N28 1.457, H41 1.096, H42 1.096, H43 1.087
30 P -4.98870 1.01051 2.43151  N28 1.718, O31 1.510, N32 1.730, N35 1.704
31 O -4.76517 2.37110 1.81661  P30 1.510
32 N -6.71686 1.05936 2.37528  P30 1.730, C33 1.445, C34 1.460
33 C -7.56528 0.07919 1.73653  N32 1.445, H44 1.097, H45 1.095, H46 1.091
34 C -7.33037 2.37636 2.22856  N32 1.460, H47 1.097, H48 1.086, H49 1.094
35 N -5.04594 -0.27537 3.54882  P30 1.704, C36 1.447, C37 1.463
36 C -4.68271 -1.66024 3.33654  N35 1.447, H50 1.094, H51 1.092, H52 1.089
37 C -5.83393 -0.07353 4.76528  N35 1.463, H53 1.094, H54 1.088, H55 1.093
38 H -4.49682 -1.83100 0.31500  C27 1.102
39 H -4.48469 -0.46134 -0.80440  C27 1.097
40 H -5.89195 -0.78662 0.17673  C27 1.085
41 H -2.31357 -0.32397 2.02306  C29 1.096
42 H -2.45440 1.18619 1.10217  C29 1.096
43 H -2.38910 -0.35661 0.26879  C29 1.087
44 H -7.63407 0.24064 0.65327  C33 1.097
45 H -8.58216 0.14178 2.13734  C33 1.095
46 H -7.23999 -0.94373 1.93305  C33 1.091
47 H -7.30369 2.72407 1.18808  C34 1.097
48 H -6.83096 3.11394 2.84940  C34 1.086
49 H -8.37494 2.34332 2.55035  C34 1.094
50 H -5.44725 -2.19727 2.76668  C36 1.094
51 H -4.56484 -2.17481 4.29298  C36 1.092
52 H -3.72033 -1.76828 2.83857  C36 1.089
53 H -6.86292 -0.42082 4.63291  C37 1.094
54 H -5.86326 0.97891 5.04081  C37 1.088
55 H -5.39887 -0.60852 5.61291  C37 1.093
56 C 2.76727 -3.69207 2.42528  N57 1.444, H67 1.101, H68 1.097, H69 1.084
57 N 1.35968 -3.64292 2.74174  C56 1.444, C58 1.452, P59 1.722
58 C 1.08992 -3.54764 4.16525  N57 1.452, H70 1.101, H71 1.095, H72 1.089
59 P -0.01992 -3.58031 1.71332  N57 1.722, O60 1.513, N61 1.725, N64 1.705
60 O -0.37133 -2.12119 1.90441  P59 1.513
61 N 0.32005 -3.48337 0.02538  P59 1.725, C62 1.446, C63 1.458
62 C 1.56274 -3.88184 -0.59649  N61 1.446, H73 1.096, H74 1.095, H75 1.091
63 C -0.21793 -2.33079 -0.68814  N61 1.458, H76 1.098, H77 1.086, H78 1.093
64 N -0.13239 -5.27846 1.60483  P59 1.705, C65 1.448, C66 1.464
65 C 0.78092 -6.27185 2.12904  N64 1.448, H79 1.094, H80 1.092, H81 1.088
66 C -1.06170 -5.82729 0.61620  N64 1.464, H82 1.094, H83 1.088, H84 1.093
67 H 3.23047 -4.61177 2.81547  C56 1.101
68 H 3.30529 -2.84577 2.86927  C56 1.097
69 H 2.98960 -3.67081 1.36409  C56 1.084
70 H 0.58507 -4.45057 4.54190  C58 1.101
71 H 0.45308 -2.68642 4.39285  C58 1.095
72 H 2.00755 -3.42768 4.73977  C58 1.089
73 H 2.32847 -3.10293 -0.50159  C62 1.096
74 H 1.41484 -4.05850 -1.66694  C62 1.095
75 H 1.94792 -4.82429 -0.20577  C62 1.091
76 H 0.39137 -1.43182 -0.52916  C63 1.098
77 H -1.23510 -2.11682 -0.37454  C63 1.086
78 H -0.25175 -2.53450 -1.76193  C63 1.093
79 H 1.68677 -6.35044 1.52117  C65 1.094
80 H 0.30801 -7.25651 2.14173  C65 1.092
81 H 1.05875 -6.08002 3.16348  C65 1.088
82 H -0.56110 -6.00912 -0.33911  C66 1.094
83 H -1.89183 -5.14557 0.44069  C66 1.088
84 H -1.49549 -6.76952 0.95990  C66 1.093
85 C 6.21582 -1.00050 1.16626  N86 1.441, H96 1.102, H97 1.097, H98 1.084
86 N 6.69115 -2.23376 0.59182  C85 1.441, C87 1.452, P88 1.726
87 C 7.22117 -3.16116 1.57552  N86 1.452, H99 1.101, H100 1.095, H101 1.089
88 P 6.64009 -2.81288 -1.03338  N86 1.726, O89 1.515, N90 1.720, N93 1.705
89 O 5.50058 -3.79204 -0.83646  P88 1.515
90 N 5.80640 -1.81922 -2.16349  P88 1.720, C91 1.445, C92 1.459
91 C 5.53243 -0.41209 -1.97903  N90 1.445, H102 1.097, H103 1.095, H104 1.091
92 C 4.71083 -2.45376 -2.88855  N90 1.459, H105 1.096, H106 1.086, H107 1.094
93 N 8.12410 -2.07003 -1.42615  P88 1.705, C94 1.447, C95 1.464
94 C 8.92403 -1.17803 -0.61424  N93 1.447, H108 1.094, H109 1.092, H110 1.088
95 C 8.50956 -2.05009 -2.83843  N93 1.464, H111 1.094, H112 1.088, H113 1.093
96 H 7.04206 -0.42455 1.61266  C85 1.102
97 H 5.48460 -1.18571 1.96211  C85 1.097
98 H 5.73344 -0.33623 0.45836  C85 1.084
99 H 8.30243 -3.31751 1.44141  C87 1.101
100 H 6.72921 -4.13704 1.50761  C87 1.095
101 H 7.07125 -2.79708 2.59133  C87 1.089
102 H 4.65508 -0.24625 -1.34131  C91 1.097
103 H 5.32448 0.06164 -2.94361  C91 1.095
104 H 6.38801 0.12785 -1.57093  C91 1.091
105 H 3.80419 -2.52429 -2.27616  C92 1.096
106 H 4.97817 -3.45134 -3.22398  C92 1.086
107 H 4.47415 -1.86958 -3.78213  C92 1.094
108 H 8.49719 -0.17157 -0.57682  C94 1.094
109 H 9.93307 -1.09091 -1.02328  C94 1.092
110 H 9.06286 -1.54658 0.39999  C94 1.088
111 H 8.16218 -1.13711 -3.33045  C95 1.094
112 H 8.09054 -2.90278 -3.36904  C95 1.088
113 H 9.59430 -2.10957 -2.95437  C95 1.093

Atom charges from the Mulliken analysis, given in e for atoms 1 to 99: C -1.45; C 0.04; Br -0.13; C -0.80; Br -0.03; C -0.16; O -0.27; C 0.51; O -0.45; P 0.92; O -0.65; O -0.50; O -0.50; P 0.41; N -0.76; H 0.31; H 0.43; H 0.42; H 0.37; H 0.65; H 0.47; H 0.36; H 0.37; H 0.07; H 0.07; H 0.29; C -0.86; N 0.38; C -1.38; P 0.71; O -0.76; N 0.27; C -1.18; C -1.01; N 0.04; C -0.60; C -1.01; H 0.26; H 0.35; H 0.18; H 0.44; H 0.29; H 0.37; H 0.33; H 0.39; H 0.24; H 0.27; H 0.30; H 0.35; H 0.22; H 0.36; H 0.04; H 0.31; H 0.33; H 0.36; C -0.79; N 0.33; C -1.18; P 0.90; O -0.89; N 0.29; C -1.27; C -0.84; N 0.00; C -0.85; C -0.96; H 0.31; H 0.41; H -0.01; H 0.33; H 0.27; H 0.41; H 0.31; H 0.47; H 0.20; H 0.29; H -0.01; H 0.45; H 0.24; H 0.37; H 0.23; H 0.30; H 0.27; H 0.37; C -0.91; N 0.42; C -1.30; P 0.86; O -0.88; N 0.25; C -1.14; C -0.89; N 0.00; C -0.81; C -1.01; H 0.36; H 0.20; H 0.25; H 0.30


Among the records above, which one has the highest Kohn-Sham gap? C23H65Br2N10O8P5


Which value of Kohn-Sham gap does entry 1 give? 7.09 eV